Version a
Formula: H22O11
Source: the Open Molecules 2025 dataset
Level of theory: ωB97M-V/def2-TZVPD

Values from the calculation:
Frontier orbital gap (eV): 10.9
SMILES: O.O.O.O.O.O.O.O.O.O.O
E_LUMO (Ha): -0.0093
Charge: 0

Atoms and positions in Å:
O: 4.10254 -0.07195 -3.15666
H: 4.39018 -0.82938 -3.66636
H: 3.14971 -0.06906 -3.24796
O: -3.98209 0.01123 0.61675
H: -4.00866 -0.18799 -0.31911
H: -4.75506 0.55506 0.76839
O: 1.20283 0.58599 1.21752
H: 0.34302 0.96459 1.40092
H: 1.02888 -0.10751 0.58109
O: -4.12816 -2.55238 4.28297
H: -3.67864 -2.12865 3.55179
H: -5.05710 -2.38707 4.12184
O: 2.58241 4.65502 -1.01927
H: 3.21766 5.17145 -1.51524
H: 2.50245 3.83715 -1.51010
O: -1.90755 -5.48950 1.72716
H: -1.77590 -4.76485 1.11578
H: -2.62343 -5.19947 2.29252
O: 1.70672 -3.64472 -1.38597
H: 2.39672 -4.03244 -0.84762
H: 1.99373 -3.79264 -2.28706
O: -0.52365 1.62470 -3.42651
H: -0.86089 2.31144 -2.85128
H: -0.61385 1.98489 -4.30876
O: 4.93438 1.23305 4.03120
H: 4.12518 1.07710 3.54427
H: 5.62258 0.86450 3.47732
O: -0.64541 5.78577 2.49453
H: -1.02117 6.45168 1.91868
H: -0.03553 5.30274 1.93690
O: -2.76696 -2.69023 -3.04674
H: -1.85067 -2.48059 -2.86594
H: -3.06423 -1.98786 -3.62515

Here are the natural (NBO) charges for atoms 1 to 8, given in e: O -0.93; H 0.47; H 0.47; O -0.94; H 0.47; H 0.47; O -0.94; H 0.47


Version b
Formula: H22O11
Source: the Open Molecules 2025 dataset
Level of theory: ωB97M-V/def2-TZVPD

Values from the calculation:
Frontier orbital gap (eV): 10.1
SMILES: O.O.O.O.O.O.O.O.O.O.O
E_LUMO (Ha): -0.0062
Charge: 0

Atoms and positions in Å:
H: -0.99874 -0.39782 0.12177
H: 0.10579 -1.39931 -0.17334
H: -2.03649 0.27977 3.61705
H: -1.11210 -0.87109 3.25503
H: -2.78827 -2.54945 -4.00398
H: -3.42963 -3.85542 -3.56450
H: 1.49034 -1.13020 3.02405
H: 2.75624 -0.92014 2.20955
H: -0.46779 1.57503 -0.79671
H: -0.89518 1.92904 0.61823
H: 1.67778 2.43303 2.00088
H: 1.00915 1.44130 2.93867
H: 1.68900 0.86648 -1.18661
H: 2.97153 1.50045 -0.67355
H: 1.58691 -0.58614 -3.06005
H: 2.67229 0.29506 -3.65625
H: 3.37760 -1.68031 -0.74458
H: 2.29602 -2.52327 -1.40004
H: -2.41120 -0.65267 -1.23884
H: -3.46704 -0.14138 -0.27249
H: -2.45220 2.38661 1.96815
H: -1.50587 3.56026 1.77574
O: -0.51443 -0.80230 -0.60681
O: -1.40334 -0.00496 2.94845
O: -3.00515 -3.06270 -3.21751
O: 1.79521 -0.89402 2.14072
O: -0.53550 1.20654 0.09134
O: 1.67305 2.13976 2.91901
O: 2.16745 1.70290 -1.16494
O: 1.73346 0.09013 -3.73099
O: 3.03409 -1.93904 -1.60716
O: -3.29992 -0.83933 -0.91585
O: -1.71309 2.84320 2.38555

Here are the natural (NBO) charges for atoms 1 to 8, given in e: H 0.50; H 0.47; H 0.48; H 0.47; H 0.47; H 0.46; H 0.47; H 0.47


Result of the stability comparison: version a is the most stable of them.


Version a
Formula: C3H10NO2
Source: the Open Molecules 2025 dataset
Level of theory: ωB97M-V/def2-TZVPD

Values from the calculation:
Frontier orbital gap (eV): 6.8
E_LUMO (Ha): 0.1533
Charge: -1

Atoms and positions in Å:
C: 0.89268 0.30110 -0.15845
O: 0.88254 -0.22436 -1.42698
C: 0.43528 -0.75926 0.87557
C: -1.08028 -0.64860 1.07688
N: 0.83581 -2.09514 0.43710
H: 0.18148 1.15942 -0.11057
H: 1.86842 0.79816 0.06728
H: 0.88209 -0.57850 1.86313
H: -1.60344 -0.65035 0.12003
H: -1.41707 -1.55964 1.58400
H: -1.37329 0.24117 1.62912
H: 1.02133 -1.99396 -0.56495
H: 1.71336 -2.26537 0.91852
H: -1.22232 1.98197 -2.10696
H: -0.71831 3.40166 -1.80381
O: -1.29829 2.89170 -2.39990

Here are the natural (NBO) charges for atoms 1 to 8, given in e: C -0.04; O -0.98; C -0.08; C -0.61; N -0.88; H 0.07; H 0.08; H 0.14


Version b
Formula: C3H10NO2
Source: the Open Molecules 2025 dataset
Level of theory: ωB97M-V/def2-TZVPD

Values from the calculation:
Frontier orbital gap (eV): 7.9
E_LUMO (Ha): 0.1608
Charge: -1

Atoms and positions in Å:
C: -0.11164 -0.02467 -0.72960
O: 0.97672 0.72279 -0.43742
C: -0.90357 -0.52186 0.53868
C: -1.33774 0.76281 1.25479
N: -0.07393 -1.26327 1.46830
H: -0.84389 0.47577 -1.37843
H: 0.16628 -1.00754 -1.20666
H: -1.80240 -0.99542 0.13413
H: -0.46695 1.42803 1.30404
H: -1.71715 0.63073 2.27425
H: -2.03931 1.39061 0.69541
H: 0.66566 -0.58473 1.67231
H: 0.53483 -1.88208 0.93881
H: 2.04743 0.62192 -1.48734
H: 2.25757 -0.27405 -2.70550
O: 2.64810 0.52096 -2.33577

Here are the natural (NBO) charges for atoms 1 to 8, given in e: C -0.03; O -0.94; C -0.08; C -0.64; N -0.85; H 0.10; H 0.07; H 0.15


Result of the stability comparison: version b is the most stable of them.


Version a
Formula: C3H10NO2
Source: the Open Molecules 2025 dataset
Level of theory: ωB97M-V/def2-TZVPD

Values from the calculation:
Frontier orbital gap (eV): 6.9
E_LUMO (Ha): 0.1544
Charge: -1

Atoms and positions in Å:
C: 0.13549 0.24288 -1.44897
C: -0.03261 -0.95658 -0.52181
C: -0.89532 -0.59291 0.73492
O: -0.21246 -0.29330 1.83970
N: 1.15121 0.06320 -2.50939
H: 0.51082 1.08491 -0.86979
H: -0.82067 0.48597 -1.90398
H: -0.50030 -1.74675 -1.12271
H: 0.93256 -1.27595 -0.11936
H: -1.60097 -1.46148 0.86381
H: -1.61144 0.19326 0.35835
H: 1.85225 -0.57934 -2.15357
H: 0.81883 -0.40085 -3.34724
H: -0.19980 1.30965 3.95859
H: 0.26202 1.82156 2.65558
O: 0.21042 2.10571 3.58585

Here are the natural (NBO) charges for atoms 1 to 8, given in e: C -0.22; C -0.46; C 0.01; O -0.97; N -0.85; H 0.18; H 0.17; H 0.16


Version b
Formula: C3H10NO2
Source: the Open Molecules 2025 dataset
Level of theory: ωB97M-V/def2-TZVPD

Values from the calculation:
Frontier orbital gap (eV): 7.8
E_LUMO (Ha): 0.1630
Charge: -1

Atoms and positions in Å:
C: 1.05465 -0.32666 0.22865
O: 0.87314 1.03162 0.42778
C: -0.21427 -1.17911 0.45159
C: -1.19978 -1.03263 -0.72079
N: -0.92405 -0.98573 1.72984
H: 1.26017 -0.51466 -0.84345
H: 1.84642 -0.69217 0.89793
H: 0.14640 -2.22350 0.45806
H: -1.36054 0.02199 -0.92692
H: -2.09140 -1.61348 -0.48855
H: -0.73186 -1.52616 -1.57162
H: -1.41379 -0.09531 1.65508
H: -0.20017 -0.74772 2.40984
H: 0.54818 1.67152 -0.82843
H: 1.08426 2.15501 -2.20346
O: 0.24162 2.11476 -1.75132

Here are the natural (NBO) charges for atoms 1 to 8, given in e: C -0.06; O -0.94; C -0.06; C -0.63; N -0.85; H 0.11; H 0.11; H 0.14


Version c
Formula: C3H10NO2
Source: the Open Molecules 2025 dataset
Level of theory: ωB97M-V/def2-TZVPD

Values from the calculation:
Frontier orbital gap (eV): 7.0
E_LUMO (Ha): 0.1543
Charge: -1

Atoms and positions in Å:
C: 0.37229 -1.10037 1.11818
N: 0.51404 -0.03834 0.09340
C: -0.63591 0.17945 -0.78173
C: -1.88731 0.72138 0.07298
O: -1.50701 1.27565 1.24620
H: 1.34790 -1.11181 1.61372
H: -0.33137 -0.80361 1.88779
H: -0.00549 -2.04353 0.71940
H: 0.39781 0.78194 0.71971
H: -0.31930 0.96516 -1.49280
H: -0.83228 -0.70251 -1.41008
H: -2.43420 1.47519 -0.52092
H: -2.46193 -0.23379 0.17249
H: 1.97760 0.22717 -0.58140
H: 2.86166 0.18399 -1.91103
O: 2.94352 0.22403 -0.94592

Here are the natural (NBO) charges for atoms 1 to 8, given in e: C -0.43; N -0.68; C -0.26; C -0.04; O -0.96; H 0.18; H 0.21; H 0.17


Result of the stability comparison: version b is the most stable of them.


Version a
Formula: C3H10NO2
Source: the Open Molecules 2025 dataset
Level of theory: ωB97M-V/def2-TZVPD

Values from the calculation:
Frontier orbital gap (eV): 7.8
E_LUMO (Ha): 0.1567
Charge: -1

Atoms and positions in Å:
C: -0.53124 0.87858 -0.06112
O: 0.31892 0.90296 1.01923
C: -0.84237 -0.71525 -0.44400
C: 0.40607 -1.28841 -0.89442
N: -1.46992 -1.41576 0.73553
H: -0.06410 1.32975 -1.06223
H: -1.57495 1.35944 0.00118
H: -1.58133 -0.75046 -1.32632
H: 1.01485 -1.29620 -0.03634
H: 0.25732 -2.34839 -1.27827
H: 1.07910 -0.67999 -1.49431
H: -0.70461 -1.32390 1.42974
H: -2.36263 -0.86416 0.91273
H: 1.29965 1.83728 1.24805
H: 2.61383 1.90490 0.27665
O: 2.14141 2.46962 0.97388

Here are the natural (NBO) charges for atoms 1 to 8, given in e: C -0.01; O -0.93; C -0.07; C -0.64; N -0.88; H 0.08; H 0.09; H 0.14


Version b
Formula: C3H10NO2
Source: the Open Molecules 2025 dataset
Level of theory: ωB97M-V/def2-TZVPD

Values from the calculation:
Frontier orbital gap (eV): 5.9
E_LUMO (Ha): 0.1549
Charge: -1

Atoms and positions in Å:
C: 0.54372 1.27627 0.22497
N: 0.13960 0.47558 -0.78281
C: -1.10464 -0.15334 -0.41441
C: -0.98193 -1.28341 0.78598
O: -1.46827 -0.65201 2.01057
H: 0.32125 1.05223 1.27530
H: 0.20350 2.45259 -0.11973
H: 1.63768 1.18027 0.22516
H: -1.88231 0.12621 1.83389
H: -1.46201 -0.80494 -1.22652
H: -1.91623 0.58439 0.00413
H: 0.00890 -1.46389 1.00543
H: -1.67980 -2.13084 0.62290
H: 2.11484 -0.73813 -1.38045
H: 2.82279 0.50572 -1.91770
O: 2.70293 -0.42669 -2.14674

Here are the natural (NBO) charges for atoms 1 to 8, given in e: C -0.39; N -0.81; C -0.23; C -0.10; O -0.77; H 0.14; H 0.05; H 0.15


Result of the stability comparison: version a is the most stable of them.


Version a
Formula: C4H7N2
Source: the Open Molecules 2025 dataset
Level of theory: ωB97M-V/def2-TZVPD

Values from the calculation:
Frontier orbital gap (eV): 9.2
SMILES: C=C=C/N=[NH+]/C
E_LUMO (Ha): -0.2024
Charge: +1

Atoms and positions in Å:
C: 0.01039 -1.02081 -1.49395
C: -1.07077 -1.58414 -0.98787
C: -1.10539 -1.60893 0.36890
C: 0.76965 1.51629 1.00844
N: 0.51305 0.83483 -0.26601
N: 0.51482 -0.43470 -0.34165
H: 0.43921 -0.75993 -2.50535
H: -1.57271 -0.76568 0.78127
H: -1.10598 -2.62951 0.88264
H: -0.24765 1.92280 1.20810
H: 1.06427 0.64656 1.62398
H: 1.47021 2.38421 0.74954
H: 0.32091 1.49901 -1.02803

Here are the natural (NBO) charges for atoms 1 to 8, given in e: C -0.19; C 0.14; C -0.21; C -0.43; N -0.22; N 0.00; H 0.26; H 0.22


Version b
Formula: C4H7N2
Source: the Open Molecules 2025 dataset
Level of theory: ωB97M-V/def2-TZVPD

Values from the calculation:
Frontier orbital gap (spin up / spin down) (eV): 7.7 / 7.7
E_LUMO (spin up / spin down) (Ha): -0.1755 / -0.1755
Charge: +1

Atoms and positions in Å:
C: -1.01489 -0.48285 0.10862
C: 0.37505 1.48410 0.03029
C: -3.41791 0.10964 -0.07640
C: 1.25429 -0.67732 -0.09614
N: 0.15307 0.17916 0.09698
N: -2.26595 -0.05914 0.07271
H: 1.46489 1.72614 -0.14952
H: -0.35607 2.34256 -0.06263
H: -4.36080 0.33995 -0.33836
H: 2.22220 -0.14951 -0.15154
H: 1.46425 -1.44558 0.63153
H: 1.14560 -1.11828 -1.08378
H: -1.15021 -1.60168 -0.12894

Here are the natural (NBO) charges for atoms 1 to 8, given in e: C -0.07; C -0.08; C 0.30; C -0.43; N -0.23; N -0.20; H 0.22; H 0.24


Version c
Formula: C4H7N2
Source: the Open Molecules 2025 dataset
Level of theory: ωB97M-V/def2-TZVPD

Values from the calculation:
Frontier orbital gap (eV): 10.7
E_LUMO (Ha): -0.1836
Charge: +1

Atoms and positions in Å:
C: -0.20260 -0.09227 -0.79806
C: -0.58361 -0.06431 2.33352
C: 1.01045 -0.34677 0.42956
C: -0.08872 0.44680 -2.19135
N: -1.17768 -0.26876 0.08153
N: -0.35475 -0.30778 1.13345
H: -1.65415 -0.03747 2.57896
H: 0.15865 -0.07199 3.10720
H: 1.41299 -1.39844 0.17526
H: 1.71111 0.36179 0.64163
H: -1.11571 0.37711 -2.69472
H: 0.68719 -0.08017 -2.85085
H: 0.19684 1.48226 -1.94614

Here are the natural (NBO) charges for atoms 1 to 8, given in e: C 0.41; C 0.06; C -0.26; C -0.71; N -0.25; N -0.09; H 0.24; H 0.25


Version d
Formula: C4H7N2
Source: the Open Molecules 2025 dataset
Level of theory: ωB97M-V/def2-TZVPD

Values from the calculation:
Frontier orbital gap (eV): 9.4
E_LUMO (Ha): -0.2022
Charge: +1

Atoms and positions in Å:
C: -1.31031 0.76587 0.63255
C: -1.61004 0.96620 -0.62333
C: -0.96613 -1.29422 -0.41306
C: 1.04547 -0.11621 0.43299
N: 1.49350 0.80059 -0.49153
N: -0.48260 -0.34291 0.30737
H: -1.37068 1.19336 1.61487
H: -2.02890 -1.38714 -0.60126
H: -0.31189 -2.04915 -0.82325
H: 1.21397 0.23130 1.45360
H: 1.48570 -1.10638 0.28858
H: 1.47115 0.55527 -1.46851
H: 1.37074 1.78342 -0.30901

Here are the natural (NBO) charges for atoms 1 to 8, given in e: C -0.37; C 0.29; C 0.11; C -0.05; N -0.80; N -0.25; H 0.30; H 0.26


Result of the stability comparison: version c is the most stable of them.


Version a
Formula: C4H7N2
Source: the Open Molecules 2025 dataset
Level of theory: ωB97M-V/def2-TZVPD

Values from the calculation:
Frontier orbital gap (eV): 7.8
E_LUMO (Ha): -0.2484
Charge: +1

Atoms and positions in Å:
C: 1.11901 -0.16324 1.66092
C: 1.81400 -0.54719 0.25983
C: -2.46129 0.39372 -1.53843
C: 0.99911 0.62781 0.48987
N: -1.86505 -0.77024 -0.83788
N: -1.22501 0.27969 -0.78284
H: 0.43526 -0.93918 1.70149
H: 1.61141 0.07139 2.58360
H: 2.85834 -0.42570 -0.06207
H: 1.60579 -1.51645 -0.22470
H: -2.11215 0.64220 -2.53746
H: -3.41103 0.70959 -1.05044
H: 0.63161 1.63759 0.33811

Here are the natural (NBO) charges for atoms 1 to 8, given in e: C -0.47; C -0.47; C -0.19; C 0.32; N -0.01; N -0.12; H 0.30; H 0.29


Version b
Formula: C4H7N2
Source: the Open Molecules 2025 dataset
Level of theory: ωB97M-V/def2-TZVPD

Values from the calculation:
Frontier orbital gap (eV): 10.2
SMILES: Cc1c[nH]c[nH+]1
E_LUMO (Ha): -0.1453
Charge: +1

Atoms and positions in Å:
C: -0.17391 1.57186 1.03963
C: -0.04796 0.35604 0.16469
C: 0.29104 0.27896 -1.16122
N: 0.44018 -1.10735 -1.39714
C: -0.00856 -1.78253 -0.34257
N: -0.56298 -0.90619 0.49518
H: -0.81974 2.35065 0.57859
H: -0.42227 1.56429 2.18187
H: 0.80663 2.01379 1.05513
H: 0.49524 1.10264 -1.90478
H: 0.59956 -1.55589 -2.30341
H: 0.29480 -2.74412 0.17300
H: -0.89202 -1.14214 1.42104

Here are the natural (NBO) charges for atoms 1 to 8, given in e: C -0.69; C 0.17; C -0.07; N -0.47; C 0.25; N -0.46; H 0.26; H 0.27


Result of the stability comparison: version b is the most stable of them.